Record 1
Computed, not measured: C48H46BrF12N5O3SnTe as an isolated structure in a non-equilibrium geometry, with ωB97M-V/def2-TZVPD.

```
117
Properties=species:S:1:pos:R:3:forces:R:3
Sn 1.678417 -0.897857 1.846048 0.321 0.061 -0.718
C 2.270099 -3.552988 -4.550012 -0.977 -0.018 -2.074
C 1.979827 -3.296728 -3.152385 -0.929 -0.253 1.843
C 0.746748 -3.593227 -2.577615 0.121 -0.513 -1.105
C 0.446900 -3.335334 -1.249766 0.206 0.110 -1.787
C 1.381954 -2.773805 -0.440167 1.039 0.633 -0.039
N 1.010703 -2.568991 0.914141 -0.062 -0.267 0.990
C 0.931403 -3.738655 1.738488 0.268 0.366 -0.524
C 1.313130 -4.992928 1.178984 -0.089 0.918 0.485
C 1.400751 -6.127543 1.930545 0.492 0.409 -0.322
C 1.194022 -6.025688 3.302533 -0.496 -1.317 0.071
C 1.225209 -7.325429 4.066302 -0.411 -0.290 0.645
C 0.793971 -4.844748 3.861553 -0.527 1.086 -0.139
C 0.618403 -3.631022 3.096339 0.879 -2.428 0.913
C 0.192907 -2.363999 3.810380 1.739 -0.217 -0.548
O 1.182012 -1.299507 3.712127 -0.818 -0.875 -0.140
C 0.062893 -2.573278 5.326139 -1.749 0.731 1.410
F -0.360366 -1.421407 5.892801 -0.052 0.163 -0.272
F 1.184982 -2.846888 5.923039 1.366 -0.598 0.047
F -0.850607 -3.515631 5.730675 0.602 0.474 -0.669
C -1.158876 -1.960679 3.240015 -2.197 -0.483 -0.669
F -1.121583 -0.751621 2.632391 -0.101 -0.755 0.675
F -1.643885 -2.854132 2.347432 0.627 0.536 -0.434
F -2.122688 -2.001054 4.168844 -0.035 1.160 0.302
C 2.662208 -2.500757 -1.005928 0.047 0.372 2.410
C 2.930591 -2.776710 -2.294584 -0.077 -0.530 -1.840
C 3.796771 -1.967456 -0.135060 -0.030 1.245 0.058
O 3.326487 -0.946255 0.738334 0.833 -0.553 0.026
C 5.007073 -1.246846 -0.945972 -1.658 -0.453 1.762
F 5.815934 -2.182743 -1.365655 1.551 -0.833 -0.337
F 5.662884 -0.419722 -0.090936 -0.367 -0.405 -1.175
F 4.611886 -0.605722 -2.037117 -0.180 1.077 0.245
C 4.445929 -3.161615 0.651942 0.292 -0.736 -1.063
F 4.805024 -4.254094 -0.164177 -0.096 1.949 0.971
F 3.540580 -3.677300 1.458947 0.131 0.143 0.928
F 5.505041 -2.762713 1.373306 -0.313 -0.482 -0.392
H 3.272009 -3.258842 -4.812543 0.290 0.183 -0.282
H 1.520300 -3.056903 -5.213007 0.691 0.286 0.430
H 2.107185 -4.573685 -4.877159 0.285 -0.562 0.394
H 0.046146 -4.082437 -3.254897 -0.308 0.217 0.437
H -0.539587 -3.485781 -0.928318 -1.171 -0.347 0.701
H 1.741288 -4.999324 0.197975 -0.329 -0.067 -0.488
H 1.742389 -7.048552 1.434774 -0.228 0.349 0.488
H 1.046752 -7.210301 5.173301 0.931 -0.023 -0.997
H 2.127392 -7.912627 3.751177 -0.756 0.400 0.833
H 0.332428 -7.899454 3.780748 0.281 -0.097 -0.239
H 0.517265 -4.899866 4.918384 0.328 0.196 -0.542
H 3.898550 -2.661189 -2.723725 0.611 0.292 0.033
C 1.720109 6.743086 3.594611 -0.396 -0.236 -0.572
C 0.764159 5.688488 4.288575 -0.250 1.496 -0.170
C -0.579369 6.429069 4.253879 -0.196 0.228 -0.145
C 1.167233 5.577979 5.791958 -1.012 -0.853 -0.859
C 0.720751 4.391638 3.513258 1.444 -0.986 0.184
C 1.792569 3.502116 3.607297 -0.474 0.372 0.299
C 1.814855 2.345896 2.863032 0.957 -0.710 0.766
Br 3.350619 1.160372 3.064852 -0.651 0.203 -0.076
C 0.791639 1.934508 2.059306 -0.937 -0.051 -1.855
O 0.766595 0.774632 1.334372 0.346 0.403 0.533
C -0.236614 2.892085 1.821936 -0.450 -2.023 -0.081
C -0.253161 4.013520 2.604047 -0.831 1.633 -0.099
C -1.340151 2.597201 0.768098 -0.189 2.262 -0.258
C -2.290366 1.457950 1.030597 -1.316 0.813 0.149
C -2.202019 3.929917 0.566258 1.079 -0.590 1.174
C -0.699301 2.414916 -0.618941 1.382 -0.530 0.649
H 1.760216 7.663880 4.187407 -0.163 -0.162 0.067
H 1.300236 7.051929 2.580430 0.730 -0.647 1.139
H 2.757821 6.400729 3.521998 -0.203 -0.142 -0.291
H -0.402570 7.394139 4.745334 -0.294 -0.154 -0.029
H -1.360799 5.897968 4.809460 -0.013 0.062 -0.269
H -0.901235 6.670143 3.216213 0.051 -0.311 0.690
H 1.116635 6.599424 6.129451 0.163 0.255 0.606
H 2.175294 5.199991 5.881830 0.264 -0.106 0.278
H 0.448966 4.941892 6.387871 0.786 0.613 -0.688
H 2.571715 3.656188 4.318386 0.559 0.256 0.240
H -1.059960 4.722747 2.448377 0.041 -0.254 0.094
H -2.882811 1.324960 0.119683 -0.345 0.229 0.110
H -2.977736 1.587031 1.902273 0.627 0.044 -0.605
H -1.794857 0.549313 1.104948 0.976 -1.550 0.391
H -2.903083 4.159101 1.397260 0.621 -0.168 -0.216
H -2.828026 3.748123 -0.287628 -0.084 0.289 -0.667
H -1.451978 4.753943 0.454765 -1.096 -0.407 -0.348
H -0.086043 1.514117 -0.738345 0.090 0.187 0.474
H -0.078359 3.276375 -0.878620 -0.128 -0.011 -0.079
H -1.448678 2.253869 -1.342488 -1.166 0.252 -0.940
N -4.780119 0.507627 -2.277772 0.872 0.122 -1.595
C -5.348000 0.068914 -1.153319 0.164 -0.655 -0.169
N -6.241695 0.875165 -0.508019 2.191 -2.373 1.461
N -5.069521 -1.113887 -0.618917 -0.339 0.892 -0.180
C -4.017979 -1.749509 -1.112912 1.025 -0.611 0.173
N -3.061640 -2.350803 -1.415738 -1.043 0.572 0.001
H -4.829030 1.469767 -2.586001 -0.262 -0.178 0.328
H -4.165476 -0.060703 -2.916845 -1.110 0.531 1.504
H -6.847519 1.495624 -0.915531 -1.349 1.494 -1.322
H -6.488590 0.446457 0.366107 -0.433 0.229 0.162
Te -1.121287 -0.969942 -3.569149 1.292 -0.774 0.582
C -2.601679 0.189466 -4.405707 0.463 -1.605 -0.149
C -2.555627 1.524330 -4.218615 0.178 1.347 0.551
C -3.526373 2.321082 -4.769036 0.289 1.657 0.465
C -4.514139 1.774689 -5.536785 -1.572 0.026 -1.973
C -4.538561 0.384478 -5.759195 -0.352 0.481 -0.519
C -3.556201 -0.418190 -5.199397 -0.858 1.181 0.132
C 0.296603 -0.014171 -4.849066 -0.168 0.423 0.593
C -0.196227 0.276905 -6.127007 1.885 -0.049 -0.201
C 0.603509 0.992945 -7.033324 0.326 0.059 -0.446
C 1.797413 1.570593 -6.589476 -0.083 -0.154 1.231
C 2.240566 1.317441 -5.280197 -0.755 -0.130 0.010
C 1.527513 0.491996 -4.401651 0.397 0.154 -0.554
H -1.767896 1.977001 -3.631329 0.040 -0.047 0.068
H -3.461106 3.396536 -4.548715 -0.233 -0.422 -0.412
H -5.226038 2.442470 -6.129961 0.873 -1.033 1.187
H -5.297611 -0.037801 -6.426273 0.266 0.121 0.331
H -3.546211 -1.467463 -5.319166 -0.032 -0.957 -0.264
H -1.126149 -0.174751 -6.382965 -0.469 -0.016 -0.591
H 0.407950 1.088143 -8.123269 -0.471 -0.005 1.012
H 2.356517 2.280590 -7.181566 0.029 -0.222 -0.335
H 3.089386 1.803369 -4.829982 0.454 0.154 -0.423
H 2.044066 0.326429 -3.429606 -1.110 -0.171 -0.555
```
Forces are in eV/Å.

## Properties
Frontier orbital gap   7.485 eV
Energy above the lowest of the compared OMol25 structures with the same formula, charge and spin   76.38 kJ/mol
LUMO   -0.2 eV

Record 2
Computed, not measured: C48H46N7P3SYb as an isolated structure in a non-equilibrium geometry, with ωB97M-V/def2-TZVPD.

```
106
Properties=species:S:1:pos:R:3:forces:R:3
Yb 0.388294 0.275738 0.147912 -0.967 0.413 1.225
C 1.445968 0.347161 3.813496 1.381 -0.731 -0.595
P 0.676620 -1.336807 3.379497 -0.462 1.756 -0.205
C 1.990467 -2.389349 3.936398 2.101 -1.233 0.295
C 2.768584 -3.140137 2.997506 -0.937 -0.093 0.539
C 3.835827 -3.923127 3.434742 0.457 0.426 0.777
C 4.237606 -3.882891 4.790336 -0.082 -0.369 -1.080
C 3.553817 -3.088735 5.683614 -0.738 -0.428 0.402
C 2.404910 -2.406799 5.287162 0.646 -0.038 -0.767
C -0.473487 -1.483571 4.803038 -0.555 0.985 0.502
C -0.946794 -0.330099 5.530010 0.661 -0.954 -0.616
C -1.645579 -0.526224 6.717332 -0.485 0.808 -1.265
C -2.042792 -1.797480 7.046232 0.115 -0.994 0.928
C -1.562173 -2.925673 6.403924 0.288 -0.032 -0.729
C -0.782144 -2.775786 5.248927 -0.641 0.815 0.477
C 0.618176 1.477471 3.372386 -0.646 2.849 1.541
C 0.500742 2.755042 4.079197 0.281 -2.271 -1.441
C -0.532265 3.414440 3.452698 -1.586 0.175 -1.735
C -1.047811 2.564638 2.432177 1.663 1.065 1.292
C -2.325515 2.806103 1.780879 -1.297 0.286 -1.298
P -2.642543 1.989897 0.147653 1.120 0.564 0.629
C -3.061048 0.302176 0.551934 0.399 -1.450 0.061
C -3.457536 -0.405737 -0.602773 -0.282 -0.357 0.379
C -3.856167 -1.740651 -0.538914 0.244 0.927 -0.695
C -3.741547 -2.379967 0.670869 -0.427 -1.015 -0.097
C -3.372350 -1.706156 1.808854 0.353 -0.241 1.231
C -2.987035 -0.375062 1.791643 -0.011 0.582 -0.685
C -4.290953 2.553395 -0.296686 -1.658 0.352 -0.711
C -5.424684 2.199548 0.492814 0.724 0.641 -0.697
C -6.669159 2.766976 0.175147 0.346 -0.951 1.483
C -6.780893 3.578212 -0.908240 -0.413 0.889 -1.735
C -5.734273 3.784116 -1.836527 -0.981 -0.016 1.258
C -4.486173 3.298933 -1.505408 0.405 -0.137 0.748
N -0.305000 1.409845 2.349141 0.301 -0.433 -0.308
H 2.401539 0.450481 3.245640 -0.229 -0.682 0.506
H 1.732467 0.396225 4.894105 -0.448 -0.043 -0.829
H 2.419023 -3.216951 1.952545 0.319 0.226 0.554
H 4.421471 -4.540914 2.759351 -0.307 0.069 -0.077
H 5.038498 -4.536590 5.135844 -0.073 0.294 -0.153
H 3.796681 -3.130257 6.745692 0.100 0.196 -0.284
H 1.889226 -1.878580 6.065241 -0.483 0.306 0.005
H -0.798579 0.700871 5.164960 0.237 -0.727 0.192
H -2.002712 0.355734 7.244472 -0.002 -0.285 0.075
H -2.724024 -1.995672 7.852531 -0.067 0.293 0.503
H -1.794310 -3.904529 6.825146 -0.066 0.193 -0.398
H -0.484142 -3.623241 4.657003 0.303 -0.304 0.088
H 1.057266 3.191569 4.889881 0.340 -0.493 0.180
H -0.924721 4.433883 3.623830 0.287 -0.830 0.128
H -2.455559 3.864498 1.543666 0.191 0.180 -0.019
H -3.151153 2.616661 2.457094 -0.397 -0.359 0.204
H -3.488411 0.133005 -1.542217 -0.079 -0.045 -0.103
H -4.266592 -2.236385 -1.421541 0.367 0.052 0.260
H -3.939331 -3.445919 0.713224 -0.235 0.094 0.185
H -3.397632 -2.242248 2.761063 0.243 0.142 -0.252
H -2.612512 0.118848 2.696293 -0.325 -0.131 -0.387
H -5.309132 1.520804 1.346122 -0.056 0.352 -0.310
H -7.548448 2.583699 0.818277 0.632 0.081 -0.397
H -7.736033 4.074816 -1.087504 0.187 -0.228 -0.090
H -5.967169 4.375276 -2.718871 0.427 -0.133 0.094
H -3.649918 3.565486 -2.152942 0.018 -0.347 0.257
C 5.421912 -0.409527 -2.477357 -0.600 -0.728 -0.068
N 4.595399 -0.283002 -1.260525 -0.520 1.039 0.226
C 5.020585 -0.225577 0.065116 -1.572 -0.654 -0.370
C 3.860294 -0.147770 0.804023 -0.176 0.242 0.156
N 2.718283 -0.081333 -0.027697 2.423 0.107 -0.285
C 3.244772 -0.130580 -1.284888 -0.003 -0.167 0.885
P 2.317555 0.092265 -2.861497 -0.748 0.498 -1.004
C 1.345348 1.645030 -2.513037 0.783 0.955 1.315
N 0.542079 1.859874 -1.421418 1.540 -1.966 -0.213
C 0.618861 3.178474 -1.114431 -0.384 1.950 -0.200
C 1.409430 3.849436 -2.008577 -1.021 -0.101 0.773
N 1.868941 2.896410 -2.881414 0.069 -2.201 -0.155
C 2.485815 3.027546 -4.173370 0.512 1.236 -0.463
C 1.220332 -1.337354 -2.609394 -0.937 -0.068 2.661
N 0.368402 -1.457231 -1.521278 1.620 -0.156 -0.690
C 0.108252 -2.805071 -1.426111 0.085 -0.866 -0.148
C 0.767562 -3.500209 -2.422076 -1.128 0.373 0.983
N 1.455536 -2.562738 -3.136401 0.121 1.472 -0.637
C 1.981619 -2.684366 -4.490567 0.712 -0.849 -0.083
H 6.409460 -0.003782 -2.316805 0.155 0.083 0.169
H 4.939121 0.099007 -3.334629 0.277 -0.267 0.667
H 5.478226 -1.491617 -2.692239 0.234 0.537 -0.131
H 6.046677 -0.379396 0.362572 -0.125 0.150 -0.054
H 3.799055 -0.108673 1.897127 -0.096 -0.085 -0.663
H -0.019512 3.547423 -0.324748 0.274 0.290 0.031
H 1.641351 4.906722 -2.094610 -0.071 -0.403 -0.080
H 2.763979 4.076112 -4.409958 0.046 -0.604 0.600
H 1.770349 2.779257 -4.945484 -0.266 -0.474 -0.190
H 3.364398 2.380972 -4.244105 -0.092 0.148 -0.112
H -0.499932 -3.226415 -0.620708 0.146 0.268 -0.468
H 0.730871 -4.543552 -2.692023 0.080 0.123 -0.015
H 2.805529 -3.413292 -4.521242 -0.406 0.025 0.050
H 2.413624 -1.736023 -4.796787 -0.289 0.042 -0.024
H 1.183038 -2.990459 -5.172031 0.168 0.169 0.076
S -0.038024 0.553676 -3.999749 -0.649 0.215 -0.372
C 0.118310 0.372503 -5.719145 -0.902 -0.284 0.034
C -1.105372 0.238175 -6.384634 -0.687 0.271 -1.302
C -1.107796 0.066885 -7.781958 0.117 -0.367 0.838
C 0.106819 0.049902 -8.484043 -0.650 0.493 -0.316
C 1.285517 0.256389 -7.809881 0.480 -0.248 0.926
C 1.314173 0.312835 -6.409338 0.727 -0.065 -0.033
H -2.074535 0.319835 -5.827332 1.140 -0.181 -0.549
H -2.060554 -0.101930 -8.276770 0.209 0.131 -0.099
H 0.162503 -0.043489 -9.568102 -0.322 0.002 0.247
H 2.200948 0.366769 -8.361351 0.319 -0.254 -0.150
H 2.261940 0.247915 -5.817037 -0.790 0.508 -0.802
```
Forces are in eV/Å.

## Properties
Frontier orbital gap (alpha / beta)   6.083 / 5.034 eV
2S+1   2
LUMO (alpha / beta)   -2.7 / -3.7 eV
Net charge   +1

Which formula does entry 2 have?
C48H46N7P3SYb